1.
The following is a quantum chemistry calculation of a molecular structure, C45H63InN7O4SSe, from the OMol25 dataset.

Max |F| (eV/Å): 0.44
E (a.u.): -5426.73611
Lowest unoccupied orbital energy (eV): 2.371
Gap between HOMO and LUMO (eV): 7.322

Structure (ORCA input):
```
! wB97M-V def2-TZVPD RIJCOSX def2/J DEFGRID3
* xyz -1 1
In 0.947 -0.083 -0.104
C -3.362 -0.275 0.417
N -2.231 0.132 1.234
C -2.347 -0.432 2.570
C -2.118 1.578 1.313
C -1.674 2.227 0.005
N -0.271 2.002 -0.426
C -0.122 2.068 -1.915
C -1.086 1.194 -2.684
C -1.875 1.784 -3.660
C -2.775 1.054 -4.430
C -2.842 -0.306 -4.164
C -2.089 -0.963 -3.187
C -1.182 -0.195 -2.409
O -0.473 -0.757 -1.453
C -2.316 -2.495 -3.082
C -3.813 -2.768 -2.847
C -1.556 -3.244 -1.975
C -1.889 -3.138 -4.413
C -3.636 1.744 -5.491
C -2.739 2.409 -6.547
C -4.515 2.817 -4.832
C -4.555 0.750 -6.204
C 0.621 3.008 0.187
C 0.819 2.949 1.691
C 0.808 4.159 2.370
C 1.146 4.265 3.715
C 1.568 3.098 4.338
C 1.626 1.856 3.704
C 1.147 1.755 2.380
O 0.944 0.543 1.852
C 2.201 0.651 4.481
C 3.123 1.146 5.608
C 1.051 -0.151 5.106
C 3.059 -0.294 3.616
C 1.125 5.629 4.417
C -0.255 6.281 4.259
C 2.194 6.544 3.793
C 1.422 5.502 5.915
H -4.314 0.125 0.812
H -3.426 -1.363 0.404
H -3.247 0.057 -0.616
H -3.212 -0.020 3.121
H -1.432 -0.232 3.126
H -2.479 -1.511 2.489
H -1.426 1.826 2.112
H -3.092 2.023 1.582
H -1.836 3.308 0.095
H -2.326 1.880 -0.791
H 0.910 1.781 -2.143
H -0.239 3.105 -2.252
H -1.765 2.855 -3.816
H -3.524 -0.908 -4.754
H -4.132 -2.335 -1.893
H -3.989 -3.849 -2.808
H -4.448 -2.353 -3.635
H -1.781 -2.855 -0.984
H -0.480 -3.201 -2.119
H -1.860 -4.298 -2.013
H -2.445 -2.732 -5.263
H -2.056 -4.221 -4.379
H -0.823 -2.962 -4.584
H -2.092 3.168 -6.101
H -3.347 2.892 -7.321
H -2.099 1.661 -7.025
H -3.909 3.569 -4.321
H -5.180 2.360 -4.092
H -5.130 3.327 -5.584
H -3.979 -0.018 -6.730
H -5.163 1.281 -6.943
H -5.232 0.255 -5.501
H 0.256 4.008 -0.074
H 1.593 2.906 -0.291
H 0.536 5.050 1.808
H 1.893 3.156 5.370
H 2.575 1.633 6.419
H 3.870 1.845 5.217
H 3.648 0.291 6.043
H 0.451 0.484 5.766
H 1.442 -0.993 5.693
H 0.398 -0.551 4.325
H 3.790 0.275 3.034
H 2.457 -0.878 2.927
H 3.603 -0.984 4.273
H -0.506 6.449 3.207
H -0.282 7.249 4.773
H -1.029 5.638 4.690
H 2.003 6.704 2.728
H 3.181 6.082 3.886
H 2.213 7.523 4.292
H 0.706 4.836 6.406
H 1.351 6.488 6.386
H 2.431 5.118 6.093
N 8.365 -2.080 -1.014
C 6.986 -2.206 -1.216
C 6.172 -2.732 -0.213
C 4.807 -2.833 -0.399
C 4.242 -2.426 -1.600
C 5.046 -1.934 -2.619
C 6.411 -1.842 -2.435
S 2.488 -2.330 -1.804
O 2.256 -1.099 -2.530
O 2.000 -3.552 -2.380
N 1.890 -2.059 -0.320
C 1.508 -3.054 0.552
N 2.078 -4.268 0.518
C 1.649 -5.147 1.417
C 0.696 -4.851 2.374
C 0.194 -3.560 2.340
N 0.569 -2.666 1.435
H 8.631 -1.959 -0.052
H 8.805 -1.398 -1.605
H 6.616 -3.039 0.730
H 4.175 -3.225 0.388
H 4.590 -1.597 -3.543
H 7.042 -1.448 -3.228
H 2.110 -6.129 1.376
H 0.365 -5.574 3.105
H -0.539 -3.227 3.066
Se 3.356 1.002 -0.696
C 3.825 2.109 0.697
N 4.213 2.805 1.537
*
```


2.
The following is a quantum chemistry calculation of a molecular structure, C45H64ClO3P3SiV at a distorted geometry, from the OMol25 dataset.

Max |F| (eV/Å): 3.39
E (a.u.): -4696.54121
Relative energy (zero: lowest compared OMol25 entry of this formula, charge and spin) (kcal/mol): 70.7
Lowest unoccupied orbital energy (alpha / beta) (eV): 0.107 / 0.103
Gap between HOMO and LUMO (alpha / beta) (eV): 5.621 / 5.621

Structure (ORCA input):
```
! wB97M-V def2-TZVPD RIJCOSX def2/J DEFGRID3
* xyz 0 4
V -0.614 -0.183 -1.071
C -0.669 -5.306 1.226
C -1.312 -3.901 1.080
C -1.971 -3.498 2.431
P -0.030 -2.554 0.554
C 1.015 -3.673 -0.509
C 0.278 -3.945 -1.840
C 2.398 -3.239 -0.834
C 0.985 -2.314 2.158
C 1.908 -3.303 2.582
C 2.507 -3.168 3.818
C 2.216 -2.058 4.563
C 1.370 -1.026 4.124
C 0.730 -1.149 2.846
Si -0.235 0.392 2.232
C 0.529 2.014 2.298
C 1.244 2.764 3.247
C 2.265 3.618 3.038
C 3.016 3.821 1.843
C 3.149 2.997 0.759
C 2.351 1.752 0.574
P 2.563 0.847 -1.058
C 4.312 0.272 -0.763
C 4.383 -0.419 0.621
C 5.476 1.304 -0.789
C 2.703 2.015 -2.480
C 3.314 1.240 -3.668
C 3.229 3.416 -2.413
C -2.042 -0.024 2.595
C -2.238 -0.204 3.984
C -3.539 -0.448 4.519
C -4.653 -0.352 3.693
C -4.441 -0.149 2.332
C -3.182 0.000 1.714
P -3.094 0.104 -0.132
C -4.380 -1.190 -0.729
C -4.209 -1.407 -2.218
C -4.568 -2.475 0.023
C -4.005 1.728 -0.303
C -3.352 2.806 0.540
C -4.291 2.085 -1.759
H -1.406 -5.952 1.699
H 0.229 -5.300 1.810
H -0.505 -5.818 0.286
H -2.053 -3.985 0.287
H -1.213 -3.386 3.186
H -2.646 -4.281 2.697
H -2.474 -2.504 2.320
H 1.117 -4.632 0.024
H 0.387 -3.035 -2.390
H -0.809 -4.093 -1.749
H 0.743 -4.776 -2.403
H 2.536 -2.244 -1.311
H 2.897 -3.994 -1.479
H 3.072 -3.263 0.073
H 2.122 -4.135 1.942
H 3.198 -3.890 4.175
H 2.656 -1.986 5.590
H 1.223 -0.093 4.698
H 0.908 2.649 4.255
H 2.550 4.165 3.920
H 3.678 4.690 1.922
H 3.770 3.341 -0.032
H 4.441 -0.444 -1.549
H 4.448 0.365 1.397
H 5.211 -1.099 0.754
H 3.471 -1.009 0.851
H 5.363 2.044 0.008
H 5.670 1.812 -1.722
H 6.361 0.689 -0.596
H 1.576 2.048 -2.685
H 4.373 1.384 -3.469
H 3.132 1.620 -4.650
H 3.145 0.202 -3.610
H 4.293 3.365 -2.209
H 2.641 4.061 -1.753
H 3.285 3.803 -3.463
H -1.379 -0.263 4.628
H -3.711 -0.596 5.581
H -5.562 -0.417 4.218
H -5.381 -0.088 1.770
H -5.388 -0.648 -0.582
H -3.262 -1.920 -2.430
H -4.152 -0.477 -2.816
H -5.080 -1.970 -2.597
H -3.651 -3.017 -0.027
H -5.351 -2.986 -0.473
H -4.764 -2.326 1.087
H -4.984 1.572 0.128
H -2.303 2.928 0.288
H -3.532 2.750 1.640
H -3.831 3.747 0.320
H -3.422 1.906 -2.399
H -4.511 3.172 -1.851
H -5.138 1.489 -2.127
Cl 0.181 6.961 0.211
C -0.022 5.363 -0.393
C -0.705 5.201 -1.644
C -0.865 3.892 -2.128
C -0.402 2.777 -1.371
O -0.609 1.575 -1.940
C 0.261 2.973 -0.158
C 0.842 1.936 0.838
O 0.109 0.617 0.564
C 0.402 4.281 0.310
H -0.928 6.032 -2.269
H -1.468 3.719 -3.064
H 2.588 1.110 1.389
H 0.765 4.441 1.294
C 0.166 -1.163 -5.419
C -0.112 -0.277 -4.228
O -0.807 -0.910 -3.057
H 0.759 -0.587 -6.131
H -0.669 -1.532 -6.001
H 0.721 -2.056 -5.088
H -0.561 0.644 -4.454
H 0.836 0.010 -3.851
H -1.588 -1.366 -3.418
*
```


3.
The following is a quantum chemistry calculation of 11 unconnected molecules or ions with the total composition C45H65N11O5 at a distorted geometry, from the OMol25 dataset.

Max |F| (eV/Å): 3.30
E (a.u.): -2732.21316
Relative energy (zero: lowest compared OMol25 entry of this formula, charge and spin) (kcal/mol): 0.0
Lowest unoccupied orbital energy (eV): 0.251
Gap between HOMO and LUMO (eV): 8.908
Structure (SMILES): CNC(C)=O.CNC(C)=O.CNC(C)=O.CNC(C)=O.CNC(C)=O.c1ccncc1.c1ccncc1.c1ccncc1.c1ccncc1.c1ccncc1.c1ccncc1

Structure (ORCA input):
```
! wB97M-V def2-TZVPD RIJCOSX def2/J DEFGRID3
* xyz 0 1
C 1.185 -1.938 -6.566
N 0.665 -1.816 -5.163
C 1.402 -1.273 -4.190
C 0.750 -1.383 -2.789
O 2.535 -0.840 -4.352
H 0.579 -2.493 -7.283
H 2.197 -2.342 -6.579
H 1.348 -0.940 -6.972
H -0.048 -2.482 -4.903
H -0.298 -1.085 -2.815
H 1.350 -0.761 -2.125
H 0.797 -2.375 -2.340
C 5.624 1.335 -0.007
N 6.210 0.914 -1.277
C 6.074 1.625 -2.361
C 6.644 1.016 -3.599
O 5.349 2.630 -2.383
H 6.296 2.111 0.362
H 5.603 0.572 0.772
H 4.700 1.907 0.076
H 6.709 0.037 -1.314
H 7.461 0.321 -3.405
H 6.895 1.863 -4.236
H 5.818 0.482 -4.069
C -1.668 -1.562 7.685
N -1.712 -1.057 6.306
C -1.401 0.200 5.972
C -1.532 0.762 4.573
O -1.015 0.949 6.828
H -2.574 -1.206 8.177
H -0.769 -1.165 8.156
H -1.562 -2.641 7.803
H -1.934 -1.741 5.597
H -2.297 1.534 4.499
H -1.924 -0.048 3.958
H -0.609 1.215 4.210
C -4.116 2.573 -0.264
N -3.518 2.978 1.015
C -2.440 3.777 1.154
C -1.897 3.924 2.604
O -1.857 4.298 0.169
H -3.372 2.228 -0.981
H -4.540 3.442 -0.768
H -4.947 1.876 -0.159
H -4.005 2.661 1.841
H -2.744 3.762 3.271
H -1.448 4.902 2.780
H -1.140 3.166 2.803
C -1.105 0.339 0.485
N -0.199 1.478 0.460
C 0.757 1.703 1.353
C 1.521 2.949 1.108
O 0.939 0.976 2.280
H -0.764 -0.467 1.134
H -1.057 -0.199 -0.462
H -2.128 0.573 0.778
H -0.316 2.014 -0.389
H 2.344 3.033 1.817
H 0.853 3.807 1.031
H 1.980 2.852 0.124
C -2.436 -5.125 2.378
C -1.455 -4.165 2.510
C -1.567 -3.093 3.381
N -2.610 -2.984 4.207
C -3.602 -3.911 4.123
C -3.537 -5.033 3.231
H -2.380 -5.937 1.669
H -0.590 -4.181 1.864
H -0.770 -2.367 3.453
H -4.513 -3.784 4.690
H -4.370 -5.708 3.096
C 3.282 6.047 -0.968
C 3.466 7.350 -0.501
C 2.386 8.021 0.078
N 1.147 7.471 0.230
C 1.018 6.119 -0.176
C 2.068 5.439 -0.810
H 4.060 5.583 -1.554
H 4.459 7.773 -0.530
H 2.525 9.060 0.340
H 0.038 5.671 -0.121
H 1.871 4.455 -1.208
C 3.759 -1.973 0.032
C 2.966 -1.278 1.013
C 2.173 -2.062 1.830
N 2.070 -3.407 1.736
C 2.642 -3.994 0.623
C 3.524 -3.321 -0.205
H 4.499 -1.401 -0.508
H 3.084 -0.231 1.248
H 1.764 -1.609 2.721
H 2.548 -5.060 0.483
H 4.004 -3.911 -0.971
C -2.668 -5.701 -1.680
C -1.613 -6.594 -1.940
C -0.314 -6.192 -1.636
N -0.070 -4.962 -1.155
C -1.111 -4.147 -0.868
C -2.441 -4.456 -1.161
H -3.645 -6.038 -1.992
H -1.754 -7.622 -2.238
H 0.481 -6.906 -1.793
H -0.987 -3.117 -0.567
H -3.267 -3.781 -0.997
C 1.277 4.348 -4.354
C 1.919 3.164 -4.070
C 1.532 2.286 -3.079
N 0.392 2.575 -2.431
C -0.230 3.754 -2.667
C 0.083 4.655 -3.658
H 1.672 5.051 -5.073
H 2.824 2.932 -4.612
H 2.148 1.435 -2.829
H -1.125 3.904 -2.081
H -0.374 5.621 -3.813
C -5.924 -3.467 -0.365
C -5.202 -3.394 0.799
C -4.271 -2.309 0.909
N -4.265 -1.277 -0.038
C -5.133 -1.274 -1.056
C -5.929 -2.386 -1.289
H -6.592 -4.307 -0.490
H -5.298 -4.213 1.497
H -3.542 -2.278 1.705
H -5.098 -0.404 -1.695
H -6.646 -2.330 -2.094
*
```